<P>
DFT (ωB97M-V/def2-TZVPD) results for 26 unconnected molecules or ions with the total composition C26H104O26.

XYZ file:
```
156
Properties=species:S:1:pos:R:3:lowdin_charge:R:1
C 3.94506 -3.03826 2.36611 -0.21
O 3.89559 -4.34774 2.80222 -0.11
H 4.73357 -3.04224 1.57997 0.09
H 2.99123 -2.71528 1.88719 0.06
H 4.14017 -2.27705 3.18452 0.08
H 3.17321 -4.45092 3.43010 0.05
C -0.32447 -3.70917 -3.05322 -0.14
O 0.39628 -2.54443 -3.19046 -0.13
H 0.35734 -4.56702 -2.99213 0.08
H -0.96903 -3.70403 -2.19458 0.06
H -0.86681 -3.75418 -3.98264 0.07
H 1.07511 -2.42459 -2.53023 0.04
C -0.65757 0.43815 -3.30638 -0.08
O -1.36024 0.27197 -2.05827 -0.17
H -0.92170 1.41068 -3.73720 0.09
H 0.40747 0.36299 -3.05389 0.09
H -0.97395 -0.38550 -3.95148 0.06
H -2.28680 0.43664 -2.16899 0.02
C -0.57170 4.84334 2.41742 -0.11
O -1.49323 5.04676 3.48239 -0.12
H -0.72948 5.56414 1.59100 0.10
H 0.42598 4.84857 2.83506 0.08
H -0.70081 3.85025 2.09966 0.05
H -1.67886 5.97329 3.58564 0.08
C 5.29499 1.72404 3.24150 -0.18
O 5.74866 2.55371 2.22534 -0.12
H 4.22991 1.65044 3.35978 0.03
H 5.68240 0.63498 3.04626 0.11
H 5.76604 1.92166 4.20531 0.07
H 5.28548 3.39554 2.20978 0.03
C 3.66196 6.09913 1.88579 -0.18
O 3.87758 4.76197 2.07233 -0.15
H 2.67668 6.41786 2.24694 0.07
H 4.40476 6.69221 2.37494 0.07
H 3.71280 6.30643 0.79874 0.09
H 3.40160 4.31039 1.33715 0.02
C -5.16850 2.02490 -5.18082 -0.13
O -4.49174 0.92671 -4.61162 -0.13
H -5.58731 2.61994 -4.35551 0.09
H -4.45812 2.68331 -5.82911 0.11
H -5.92717 1.72349 -5.87449 0.07
H -4.21772 1.11248 -3.74240 0.01
C 3.71705 -0.34518 -0.25804 -0.06
O 2.80096 -0.95230 -1.21285 -0.15
H 3.62759 -0.87162 0.65742 0.05
H 4.70301 -0.29312 -0.69174 0.09
H 3.36759 0.61216 0.02217 0.06
H 1.93963 -0.68654 -0.84345 0.04
C -3.17255 -2.28253 -1.61694 -0.09
O -4.34041 -1.71568 -2.33324 -0.15
H -3.13695 -3.43283 -1.65280 0.10
H -2.22433 -1.93771 -2.06900 0.06
H -3.28557 -1.93309 -0.60136 0.06
H -4.04535 -1.70511 -3.26730 0.04
C 0.09722 -4.99481 1.87167 -0.12
O -0.50285 -3.88167 1.17582 -0.15
H -0.08695 -5.99773 1.43171 0.09
H 1.14345 -4.80767 2.01179 0.05
H -0.37678 -5.01144 2.93168 0.10
H 0.05848 -3.61588 0.45181 0.05
C -5.90394 -1.42447 1.45313 -0.12
O -4.51749 -1.00931 1.59741 -0.19
H -6.30500 -1.02866 0.47071 0.09
H -5.95712 -2.51148 1.49310 0.07
H -6.52643 -1.09761 2.31089 0.08
H -4.02168 -1.47887 2.33562 0.07
C 1.89522 -3.29401 5.42495 -0.14
O 1.34652 -3.24556 4.08477 -0.18
H 1.89160 -4.33262 5.80406 0.09
H 2.97964 -3.02320 5.38539 0.08
H 1.43846 -2.62147 6.13560 0.07
H 1.16383 -2.27212 3.83268 0.08
C 1.94338 0.39997 3.55037 -0.18
O 0.86078 -0.31502 4.04636 -0.17
H 1.73542 0.73808 2.54259 0.07
H 2.21760 1.25980 4.23525 0.10
H 2.79638 -0.29273 3.44501 0.07
H 0.00048 0.07810 3.67972 0.06
C 4.58114 1.57594 -3.72443 -0.12
O 4.33546 2.95044 -4.04987 -0.15
H 4.87414 1.17876 -4.67364 0.08
H 5.34151 1.44655 -2.99553 0.07
H 3.62005 1.16061 -3.38281 0.09
H 4.80934 3.50247 -3.39680 0.09
C 1.42807 2.78400 -6.10830 -0.10
O 1.48292 3.32426 -4.76070 -0.17
H 0.57758 3.31897 -6.58739 0.09
H 2.33925 3.00324 -6.64649 0.08
H 1.26862 1.74770 -6.14456 0.04
H 2.45728 3.18971 -4.52034 0.07
C -3.44773 -4.99499 3.22338 -0.12
O -2.59742 -3.83159 3.18667 -0.16
H -3.66730 -5.44101 2.12550 0.13
H -2.92075 -5.81355 3.72286 0.07
H -4.38428 -4.72491 3.75339 0.08
H -1.97993 -3.86430 2.47345 0.02
C 2.93979 -4.18124 -2.02819 -0.16
O 2.18948 -3.49343 -1.04816 -0.17
H 3.98202 -4.21273 -1.76325 0.07
H 2.49442 -5.17220 -2.22936 0.09
H 2.89331 -3.62663 -3.00011 0.08
H 2.49595 -2.53422 -1.00426 0.03
C 2.66336 -1.35814 -5.79901 -0.14
O 1.27333 -1.01035 -5.66204 -0.14
H 3.15580 -0.50586 -6.36442 0.09
H 3.19340 -1.46751 -4.87899 0.05
H 2.78208 -2.25479 -6.42378 0.08
H 0.89501 -1.67641 -5.08564 0.03
C 4.11251 3.36199 -0.70789 -0.08
O 2.84935 3.59515 -0.00886 -0.12
H 3.89103 2.87569 -1.65342 0.05
H 4.61200 4.36643 -0.85847 0.11
H 4.77098 2.80364 -0.06073 0.07
H 2.19662 3.84012 -0.62778 0.03
C -3.79195 3.42290 5.65447 -0.14
O -2.45366 3.11658 5.25319 -0.15
H -3.88215 4.48127 5.99038 0.09
H -4.47519 3.16314 4.84959 0.07
H -4.06983 2.62936 6.37531 0.08
H -2.12314 3.80668 4.67854 0.01
C -2.39462 1.12973 2.65168 -0.12
O -1.10549 1.19018 3.22307 -0.14
H -2.91366 2.12900 2.64227 0.11
H -2.28566 0.88499 1.57004 0.07
H -2.96016 0.32261 3.06080 0.05
H -1.27786 1.60231 4.06763 0.07
C -0.51984 3.49902 -1.75082 -0.12
O 0.83111 3.45886 -2.17008 -0.13
H -1.02090 4.33474 -2.25921 0.10
H -0.98065 2.55016 -1.85882 0.03
H -0.47668 3.70431 -0.65692 0.08
H 0.94084 3.43523 -3.10320 0.00
C -2.55405 -2.30377 -5.66481 -0.07
O -3.69698 -1.50655 -5.14541 -0.17
H -2.37310 -1.90676 -6.65231 0.08
H -1.70651 -2.13780 -5.05128 0.02
H -2.79517 -3.38223 -5.64360 0.09
H -3.74273 -0.53876 -5.29117 0.05
C -3.01324 -1.28603 5.56585 -0.17
O -3.88952 -1.92580 4.71603 -0.14
H -2.85247 -0.22134 5.19699 0.08
H -3.44614 -1.23134 6.54704 0.06
H -2.09401 -1.89429 5.70439 0.10
H -3.53287 -2.65147 4.16548 0.03
C 0.10321 -1.05346 1.07167 -0.12
O 0.30347 -1.10403 -0.32659 -0.12
H 0.92324 -1.50041 1.58313 0.06
H -0.06221 -0.08320 1.47525 0.05
H -0.78958 -1.63661 1.32178 0.09
H -0.39600 -0.59743 -0.80838 0.07
C -3.91908 1.56285 -0.71083 -0.13
O -4.04084 0.94278 -1.94023 -0.14
H -2.91419 1.82229 -0.45041 0.06
H -4.41102 2.53321 -0.75706 0.09
H -4.41659 0.98132 0.04711 0.08
H -4.45213 0.07428 -1.74727 0.08
```

As for the highest occupied orbital energy: -9.8170 eV. For the orbital gap, the calculation gives 0.3728 hartree. As for the LUMO energy: 0.327 eV. As for the spin multiplicity: 1.

<Q>
DFT (ωB97M-V/def2-TZVPD) results for 26 unconnected molecules or ions with the total composition C26H104O26.

XYZ file:
```
156
Properties=species:S:1:pos:R:3:lowdin_charge:R:1
C 1.55428 -1.81941 -0.87551 -0.16
O 0.54095 -2.06391 0.04575 -0.12
H 1.04211 -1.54677 -1.79825 0.08
H 2.26394 -1.07519 -0.51409 0.06
H 2.11662 -2.72837 -1.08918 0.08
H 0.10539 -2.89604 -0.15287 0.05
C -3.02134 3.57496 -5.11535 -0.14
O -3.52637 2.83164 -6.25644 -0.12
H -2.17971 4.24101 -5.30549 0.06
H -3.82193 4.13801 -4.63564 0.08
H -2.65212 2.85360 -4.38637 0.06
H -2.93889 2.10225 -6.46729 0.03
C -2.39336 -3.90561 4.92693 -0.14
O -3.81879 -4.07238 4.85182 -0.12
H -2.05528 -2.94598 4.53588 0.05
H -2.31813 -3.92612 6.01414 0.08
H -1.78726 -4.72584 4.54228 0.07
H -4.05126 -3.78311 3.96645 0.06
C 1.74957 -3.43187 -4.60012 -0.23
O 1.78939 -2.81871 -5.80549 -0.09
H 1.45353 -4.47647 -4.50391 0.07
H 2.80310 -3.54200 -4.34312 0.08
H 1.40035 -2.85091 -3.74653 0.07
H 2.28503 -3.38313 -6.40328 0.09
C 5.88686 -1.20897 1.07206 -0.20
O 6.59922 -2.37878 1.19732 -0.09
H 6.56864 -0.36097 1.00740 0.07
H 5.28380 -1.18058 0.16453 0.07
H 5.14680 -1.07988 1.86183 0.07
H 6.53999 -2.51974 2.14506 0.08
C 0.88702 3.44130 3.00888 -0.12
O 1.22454 2.09616 3.17522 -0.15
H -0.20292 3.44771 2.99835 0.06
H 1.21361 4.05031 3.85182 0.10
H 1.32601 3.71921 2.05068 0.08
H 0.66918 1.55803 2.60638 0.04
C 2.62271 -1.64491 3.58818 -0.21
O 3.02181 -1.50943 4.90338 -0.09
H 2.87324 -0.76119 3.00135 0.05
H 3.31651 -2.36315 3.15128 0.07
H 1.60656 -1.94950 3.33767 0.07
H 2.58437 -0.69944 5.17569 0.03
C 0.82382 0.69215 6.65239 -0.15
O 1.72436 0.96034 5.63621 -0.13
H 0.23232 -0.15434 6.30354 0.09
H 1.30212 0.50324 7.61346 0.09
H 0.24493 1.60209 6.81045 0.07
H 1.33852 1.33210 4.83964 0.03
C -0.67067 -0.10932 -6.83105 -0.12
O -1.35346 0.73933 -5.92063 -0.14
H -0.41498 -1.03932 -6.32329 0.05
H -1.38607 -0.37587 -7.60903 0.08
H 0.21323 0.29344 -7.32564 0.09
H -0.65934 1.19197 -5.43595 0.02
C -4.25661 4.21507 1.81670 -0.11
O -3.89225 5.17958 2.83041 -0.12
H -5.27321 4.50185 1.54767 0.09
H -3.61507 4.30406 0.94001 0.07
H -4.30896 3.16662 2.11017 0.07
H -4.64126 5.45349 3.36480 0.09
C 0.04643 0.88796 0.00647 -0.06
O 0.01998 0.31326 1.33943 -0.15
H -0.37264 1.88463 0.14476 0.08
H 1.09040 0.91217 -0.30600 0.07
H -0.49469 0.48200 -0.84821 0.09
H 0.23961 -0.62090 1.31267 0.06
C -3.78707 -2.38636 -0.47706 -0.14
O -5.10754 -2.47646 0.03265 -0.11
H -3.17890 -1.90336 0.28777 0.09
H -3.34134 -3.31909 -0.82266 0.07
H -3.76313 -1.83878 -1.41923 0.05
H -5.63017 -3.15905 -0.39456 0.09
C -4.47838 0.57335 -3.02070 -0.08
O -3.20067 -0.13983 -3.05869 -0.16
H -5.13091 -0.14614 -2.52608 0.07
H -4.32270 1.49866 -2.46602 0.08
H -4.77196 0.75328 -4.05488 0.08
H -2.73967 0.19351 -3.83198 0.04
C 3.57922 0.51687 -2.27501 -0.13
O 2.86303 1.70155 -2.60324 -0.14
H 3.20165 -0.44433 -2.62376 0.08
H 4.64062 0.66888 -2.47103 0.09
H 3.62504 0.37844 -1.19481 0.06
H 3.39754 2.33387 -2.11738 0.02
C 3.37508 -5.16161 0.64474 -0.17
O 3.77047 -6.51931 0.53683 -0.10
H 3.11780 -4.75170 1.62141 0.07
H 4.11510 -4.45929 0.26107 0.08
H 2.41854 -4.95783 0.16349 0.05
H 4.68088 -6.65377 0.81010 0.08
C 0.44640 3.12558 -4.71017 -0.16
O 0.61835 1.83191 -4.22689 -0.13
H -0.25973 3.65645 -4.07168 0.07
H 1.44767 3.54887 -4.79001 0.09
H -0.00707 3.06083 -5.69925 0.08
H 1.43055 1.84392 -3.71526 0.03
C 1.73658 4.51446 -1.88891 -0.15
O 2.52939 4.93397 -0.75965 -0.12
H 2.41509 4.18327 -2.67506 0.07
H 1.03297 3.72934 -1.61212 0.08
H 1.07017 5.29461 -2.25684 0.08
H 2.89066 5.79611 -0.97825 0.09
C 0.50439 -5.74120 -1.76895 -0.12
O -0.00022 -5.96275 -3.12720 -0.13
H 1.57978 -5.87982 -1.88046 0.08
H 0.27168 -4.78199 -1.30651 0.04
H 0.05766 -6.51401 -1.14342 0.08
H -0.93338 -5.74046 -3.08983 0.06
C -1.17395 5.03206 0.07084 -0.14
O -1.40534 5.09419 1.47777 -0.13
H -1.43404 4.00404 -0.18141 0.07
H -1.75399 5.73850 -0.52296 0.08
H -0.15355 5.27287 -0.22732 0.05
H -2.32834 5.13065 1.73920 0.01
C 6.01092 2.94161 -0.66583 -0.10
O 4.71581 3.18614 -1.23722 -0.14
H 5.89269 1.98299 -0.16069 0.06
H 6.86296 2.78122 -1.32643 0.09
H 6.31536 3.65068 0.10400 0.08
H 4.01794 3.34872 -0.59836 0.07
C -1.96255 2.70223 5.29016 -0.23
O -2.64046 1.56269 5.41610 -0.09
H -1.65626 3.09983 6.25773 0.08
H -1.00881 2.35847 4.88977 0.06
H -2.41171 3.51266 4.71609 0.08
H -2.54821 1.12765 4.56531 0.03
C -2.50836 -5.33730 0.79382 -0.12
O -1.31615 -4.56455 0.66177 -0.15
H -2.61105 -5.96348 -0.09244 0.08
H -2.44896 -5.94407 1.69737 0.09
H -3.37306 -4.67389 0.81044 0.06
H -0.59748 -4.93728 1.17771 0.08
C -1.65419 -2.73564 -4.05295 -0.14
O -1.58993 -2.59921 -2.65964 -0.13
H -0.89146 -3.47446 -4.29885 0.06
H -2.64976 -2.96791 -4.43109 0.09
H -1.42904 -1.78655 -4.53941 0.06
H -2.02198 -1.82489 -2.29172 0.03
C 5.53747 1.67642 3.56756 -0.14
O 4.27689 1.10460 3.21222 -0.13
H 5.96136 1.17153 4.43560 0.08
H 6.30423 1.70828 2.79350 0.06
H 5.35441 2.71418 3.84620 0.08
H 3.76249 1.76876 2.74759 0.06
C -2.53450 -0.70959 2.98169 -0.13
O -2.15813 0.63597 2.76622 -0.13
H -1.80838 -1.28854 2.41101 0.08
H -2.60446 -0.99896 4.03025 0.08
H -3.50000 -0.88132 2.50585 0.07
H -1.36753 0.62826 2.22172 0.01
C -5.83273 1.09086 1.29397 -0.20
O -6.61451 0.03742 0.85741 -0.09
H -5.55750 1.89101 0.60688 0.06
H -6.41325 1.54829 2.09513 0.09
H -4.83782 0.84737 1.66675 0.06
H -6.02317 -0.58451 0.42714 0.04
```

As for the highest occupied orbital energy: -9.4857 eV. For the orbital gap, the calculation gives 0.3552 hartree. As for the LUMO energy: 0.180 eV. As for the spin multiplicity: 1.

Which of them is least stable? Easy: <Q>.

<P>
DFT (ωB97M-V/def2-TZVPD) results for 7 unconnected molecules or ions with the total composition C6H25O7.

XYZ file:
```
38
Properties=species:S:1:pos:R:3:nbo_charge:R:1
C 1.89793 0.48918 -0.54412 -0.07
O 2.90232 1.37302 -0.02625 -0.77
C 0.95236 -0.06096 0.50437 -0.51
C -0.55371 -0.16995 0.13527 -0.36
C -1.40534 -1.01337 1.17421 -0.23
C -2.85237 -1.34627 0.74174 -0.62
C -0.74949 -2.30904 1.57178 -0.62
H 2.53190 -0.33527 -0.84705 0.18
H 1.32923 0.92560 -1.37329 0.15
H 1.26966 -0.94879 1.05510 0.19
H 1.03456 0.73930 1.30872 0.30
H -0.67484 -0.65093 -0.83366 0.12
H -0.89798 0.89516 0.10596 0.23
H -1.36058 -0.29645 2.00469 0.20
H -3.22700 -2.15638 1.44382 0.20
H -2.93989 -1.68577 -0.29620 0.19
H -3.72962 -0.72442 0.77264 0.22
H 0.14574 -2.29923 2.20322 0.22
H -0.46320 -2.81782 0.57768 0.21
H -1.46040 -3.02253 1.95324 0.20
H -0.05551 2.79520 2.52833 0.51
H -1.19378 1.65240 2.65227 0.44
O -1.07481 2.58836 2.81420 -1.05
H 0.74159 2.39788 -3.32736 0.48
H -0.35389 1.67367 -2.67382 0.48
O 0.01030 1.81179 -3.55816 -0.96
H -0.80615 -3.02673 -2.58447 0.48
H -0.40550 -1.77181 -1.89083 0.49
O -0.09822 -2.68873 -2.02287 -0.94
H -0.78624 3.57939 -0.41258 0.47
H 0.60609 2.89245 -0.00378 0.52
O 0.11010 3.39422 -0.71034 -1.03
H 2.46791 2.05919 0.52789 0.50
H 1.61820 3.13457 2.11452 0.44
O 1.03358 2.57920 1.58361 -1.22
H 1.49357 -2.64987 -2.60372 0.48
H 2.46025 -2.52535 -1.54754 0.45
O 2.48322 -2.48092 -2.51723 -0.97
```

As for the highest occupied orbital energy: -5.3400 eV. For the orbital gap, the calculation gives 0.2896 hartree. Its total charge is -1. As for the LUMO energy: 2.541 eV. As for the spin multiplicity: 1.

<Q>
DFT (ωB97M-V/def2-TZVPD) results for 7 unconnected molecules or ions with the total composition C6H25O7.

XYZ file:
```
38
Properties=species:S:1:pos:R:3:nbo_charge:R:1
O -0.10545 0.38550 -0.24918 -1.19
H 0.32055 -0.52750 -0.22018 0.42
C 2.51955 0.63950 2.01582 -0.24
O 1.90755 1.49750 1.07282 -0.77
H 3.48255 1.00550 2.28582 0.16
H 2.54755 -0.16650 1.46282 0.15
H 1.86155 0.45850 2.81482 0.16
H 1.28355 1.00250 0.48182 0.50
C -0.85945 -0.57650 3.03682 -0.23
O -1.28545 0.41550 2.21082 -0.76
H -0.88545 -0.21050 4.03982 0.16
H 0.13455 -1.13950 2.75182 0.14
H -1.58545 -1.46550 3.02782 0.13
H -0.92645 0.32050 1.28582 0.51
C -3.31445 -0.65050 -0.62218 -0.22
O -2.62245 0.40150 -1.13918 -0.79
H -2.50945 -1.39850 -0.94018 0.14
H -4.20945 -0.67550 -1.17718 0.16
H -3.35945 -0.74650 0.32782 0.15
H -1.61345 0.38050 -0.85118 0.50
C -0.61945 3.39550 -0.82218 -0.25
O 0.33655 2.63150 -1.47118 -0.79
H -1.02245 4.13750 -1.57518 0.15
H 0.06355 4.10550 -0.32618 0.15
H -1.20345 2.81350 -0.18218 0.18
H 0.16955 1.75250 -0.89018 0.50
C 1.68055 -0.16150 -3.05418 -0.27
O 0.28355 -0.16350 -2.85718 -0.73
H 1.93455 -1.08550 -3.60018 0.15
H 2.27055 0.10150 -2.17518 0.17
H 1.99555 0.69550 -3.57718 0.17
H 0.14155 -0.09650 -1.94918 0.48
C 0.73355 -3.11650 0.11382 -0.24
O -0.51245 -2.47050 0.32982 -0.70
H 1.19255 -3.29150 1.09682 0.15
H 1.32655 -2.50850 -0.33218 0.16
H 0.92855 -4.05050 -0.39318 0.17
H -0.48045 -1.63850 0.04982 0.45
```

As for the highest occupied orbital energy: -5.2111 eV. For the orbital gap, the calculation gives 0.3066 hartree. Its total charge is -1. As for the LUMO energy: 3.131 eV. As for the spin multiplicity: 1.

Which of them is least stable? Easy: <Q>.